Below is one molecule with the formula C26H37N5O4, with properties calculated with ωB97M-V/def2-TZVPD.

Values from the calculation:
- Gap between HOMO and LUMO: 8.94 eV
- HOMO level: -8.228 eV
- Charge: 0
- ΔE to the lowest compared entry with this formula, charge and spin: 29.44 kcal/mol

Geometry (Å):
C: -1.303 -2.400 2.855
C: -0.797 -1.055 2.340
C: -0.840 -0.878 0.813
C: -0.217 -2.081 0.104
C: -2.225 -0.662 0.151
O: -2.263 -0.464 -1.051
N: -3.305 -0.789 0.937
C: -4.664 -0.511 0.484
C: -4.815 0.929 -0.009
C: -6.260 1.196 -0.415
C: -6.693 0.219 -1.504
C: -6.529 -1.221 -1.026
C: -5.084 -1.487 -0.616
N: -0.088 0.353 0.486
C: -0.662 1.534 0.784
O: -1.760 1.620 1.308
C: 0.142 2.789 0.449
N: 1.406 2.843 1.142
C: 2.594 2.948 0.511
C: 3.775 2.985 1.451
O: 2.689 3.019 -0.700
C: 1.178 0.253 -0.114
C: 1.466 0.363 -1.445
C: 0.542 0.686 -2.558
N: 2.788 0.098 -1.649
C: 3.553 0.777 -2.672
N: 3.370 -0.092 -0.401
C: 4.622 -0.708 -0.276
C: 5.063 -1.614 -1.238
C: 6.300 -2.215 -1.103
C: 7.096 -1.938 -0.004
C: 6.644 -1.060 0.966
C: 5.416 -0.439 0.834
C: 2.402 -0.035 0.598
O: 2.613 -0.205 1.789
H: -2.269 -2.660 2.430
H: -0.599 -3.193 2.617
H: -1.402 -2.359 3.937
H: -1.351 -0.236 2.805
H: 0.250 -0.938 2.636
H: -0.845 -2.954 0.264
H: -0.164 -1.894 -0.965
H: 0.778 -2.284 0.491
H: -3.151 -0.692 1.926
H: -5.312 -0.663 1.356
H: -4.494 1.617 0.775
H: -4.156 1.070 -0.866
H: -6.357 2.222 -0.774
H: -6.911 1.083 0.455
H: -7.733 0.403 -1.780
H: -6.076 0.374 -2.391
H: -7.188 -1.396 -0.171
H: -6.819 -1.912 -1.819
H: -4.975 -2.513 -0.257
H: -4.423 -1.353 -1.472
H: -0.479 3.648 0.728
H: 0.359 2.835 -0.621
H: 1.388 2.718 2.142
H: 3.747 3.900 2.040
H: 4.698 2.957 0.879
H: 3.732 2.133 2.126
H: 0.727 0.036 -3.411
H: -0.485 0.551 -2.223
H: 0.683 1.718 -2.879
H: 3.519 1.858 -2.513
H: 4.587 0.441 -2.633
H: 3.132 0.533 -3.645
H: 4.428 -1.861 -2.077
H: 6.637 -2.914 -1.855
H: 8.060 -2.412 0.099
H: 7.254 -0.851 1.832
H: 5.056 0.234 1.593